Molecular formula: Cl3Hg4O12
Method: DFT, ωB97M-V/def2-TZVPD

Element x y z (Å)
Hg (-0.3769, 1.1437, -2.4945)
Hg (4.7361, -2.8712, 1.5125)
Hg (0.1697, -1.5305, 4.3180)
Hg (-1.0075, -4.0716, -1.7682)
Cl (1.2207, -1.4217, 0.3598)
O (1.2682, -0.1564, -0.4436)
O (0.8150, -1.1705, 1.7105)
O (0.2690, -2.4546, -0.1251)
O (2.6005, -1.9115, 0.2895)
Cl (0.7013, 3.2894, 0.4630)
O (1.1187, 4.6502, 0.6230)
O (-0.4448, 3.2137, 1.2983)
O (0.4776, 3.0331, -0.9760)
O (1.7067, 2.4746, 0.8653)
Cl (-2.6907, -0.3722, -1.0681)
O (-2.5230, -1.4167, -0.1185)
O (-2.1044, 0.8293, -0.7567)
O (-1.8652, -0.9541, -1.9707)
O (-4.0709, -0.3029, -1.7186)

Summary:
* E_LUMO: -21.723 eV
* E_tot: -2893.1579 Eh
* total charge: +5
* HOMO-LUMO gap: 0.079 Ha
* HOMO level: -23.86 eV